No. 1
C5H9NO | ωB97M-V with the def2-TZVPD basis set

```
! RIJCOSX wB97M-V def2-TZVPD def2/J DEFGRID3
* xyz 0 1
C 2.131 -0.013 0.428
N 1.033 -0.007 -0.542
C 0.126 -1.155 -0.359
C -1.009 -0.754 0.477
O -1.902 0.054 -0.285
C -0.981 0.706 0.506
C 0.174 1.196 -0.354
H 1.800 -0.292 1.469
H 2.704 -0.870 0.033
H 2.669 0.881 0.293
H 0.721 -2.088 -0.006
H -0.347 -1.406 -1.346
H -1.596 -1.247 1.207
H -1.217 1.237 1.452
H 0.803 1.997 0.092
H -0.198 1.519 -1.306
*
```

* energy relative to the best compared isomer or geometry (same formula, charge and spin): 298.1 kJ/mol
* HOMO level: -8.6 eV
* SMILES: CN1C[C@@H]2O[C@@H]2C1
* frontier orbital gap: 0.3563 hartree
* E: -325.82402 a.u.

=====

No. 2
C3H4CuMgO4 | ωB97M-V with the def2-TZVPD basis set

```
! RIJCOSX wB97M-V def2-TZVPD def2/J DEFGRID3
* xyz 1 1
H -4.122 1.662 1.765
C -3.374 0.972 1.368
C -3.264 -0.411 1.811
O -3.861 -0.045 0.555
H -2.305 -0.924 1.727
H -3.957 -0.787 2.566
O -2.284 1.704 0.896
H -1.424 2.832 1.413
O -3.189 3.349 -0.933
C -2.277 3.003 -0.237
Cu -3.581 5.370 -2.135
Mg -4.725 7.291 -4.588
O -1.509 3.689 0.498
*
```

* energy relative to the best compared isomer or geometry (same formula, charge and spin): 346.1 kJ/mol
* HOMO level: -11.8 eV
* frontier orbital gap: 0.2344 hartree
* E: -2257.81491 a.u.

=====

No. 3
C4H9NO2 | ωB97M-V with the def2-TZVPD basis set

```
! RIJCOSX wB97M-V def2-TZVPD def2/J DEFGRID3
* xyz 0 1
C -0.903 0.143 1.423
C -0.676 0.499 -0.009
O -2.163 0.369 -0.865
C 0.494 -0.182 -0.684
N 0.759 -1.524 -0.200
C 1.634 0.832 -0.465
O 2.486 0.686 0.369
H -1.040 -0.934 1.546
H -0.008 0.427 1.985
H -1.748 0.685 1.838
H -1.270 1.395 -0.573
H -2.089 -0.434 -1.397
H 0.300 -0.208 -1.761
H 1.181 -1.479 0.722
H 1.435 -1.987 -0.799
H 1.607 1.714 -1.131
*
```

* energy relative to the best compared isomer or geometry (same formula, charge and spin): 414.2 kJ/mol
* HOMO level: -9.4 eV
* SMILES: C[C@H](O)[C@H](N)C=O
* frontier orbital gap: 0.3717 hartree
* E: -362.92779 a.u.

=====

No. 4
C69H60N6O6P2S3Sr | ωB97M-V with the def2-TZVPD basis set

```
! RIJCOSX wB97M-V def2-TZVPD def2/J DEFGRID3
* xyz 0 1
Sr -0.057 -0.575 -0.324
O 0.169 3.983 -0.003
C -0.820 4.606 -0.730
C -0.645 5.909 -1.177
C -1.647 6.510 -1.916
C -2.806 5.810 -2.210
C -2.945 4.496 -1.796
C -1.949 3.853 -1.061
P -2.054 2.089 -0.480
C -3.279 1.388 -1.661
C -3.124 1.580 -3.035
C -3.947 0.925 -3.939
C -4.928 0.052 -3.489
C -5.065 -0.178 -2.128
C -4.240 0.479 -1.225
C -3.024 2.441 1.047
C -4.399 2.639 1.128
C -4.994 2.948 2.344
C -4.222 3.089 3.489
C -2.847 2.922 3.413
C -2.257 2.589 2.203
C 0.757 4.622 1.064
C 0.269 5.805 1.596
C 0.914 6.362 2.693
C 2.018 5.742 3.248
C 2.468 4.537 2.724
C 1.842 3.944 1.633
P 2.208 2.279 0.959
C 3.614 1.771 2.016
C 3.349 1.496 3.360
C 4.340 1.017 4.200
C 5.614 0.777 3.699
C 5.883 1.026 2.364
C 4.891 1.526 1.527
C 3.037 2.700 -0.619
C 3.644 3.929 -0.871
C 4.252 4.174 -2.092
C 4.265 3.193 -3.075
C 3.664 1.967 -2.836
C 3.050 1.727 -1.613
H 0.273 6.433 -0.946
H -1.518 7.526 -2.266
H -3.600 6.280 -2.775
H -3.848 3.960 -2.054
H -2.337 2.225 -3.408
H -3.808 1.086 -5.001
H -5.570 -0.459 -4.195
H -5.807 -0.878 -1.764
H -4.342 0.270 -0.167
H -5.017 2.559 0.242
H -6.067 3.086 2.393
H -4.691 3.328 4.435
H -2.230 3.039 4.296
H -1.184 2.433 2.154
H -0.601 6.283 1.170
H 0.540 7.288 3.110
H 2.526 6.185 4.094
H 3.320 4.048 3.177
H 2.346 1.640 3.751
H 4.111 0.800 5.236
H 6.385 0.374 4.343
H 6.868 0.823 1.963
H 5.120 1.717 0.485
H 3.643 4.699 -0.108
H 4.717 5.134 -2.277
H 4.731 3.392 -4.031
H 3.641 1.203 -3.600
H 2.574 0.765 -1.443
O -1.315 -0.426 1.771
S -1.229 -0.351 3.272
C -0.761 -2.008 3.812
C -1.622 -3.106 3.209
C -0.933 -4.473 3.227
C 0.211 -4.670 2.235
S -0.089 -4.356 0.479
O -0.311 -2.879 0.366
C -1.698 -5.097 0.294
C -1.857 -6.465 0.480
C -3.113 -7.026 0.319
C -4.191 -6.226 -0.044
C -4.010 -4.868 -0.255
C -2.756 -4.291 -0.091
C -2.917 -0.343 3.835
C -3.180 -0.212 5.192
C -4.497 -0.181 5.621
C -5.532 -0.261 4.696
C -5.252 -0.372 3.343
C -3.935 -0.413 2.902
H -0.778 -1.993 4.905
H 0.279 -2.084 3.502
H -1.867 -2.826 2.184
H -2.562 -3.180 3.759
H -1.690 -5.243 3.064
H -0.504 -4.658 4.217
H 0.604 -5.688 2.292
H 1.052 -4.001 2.431
H -1.013 -7.087 0.754
H -3.251 -8.089 0.471
H -5.170 -6.667 -0.170
H -4.847 -4.249 -0.552
H -2.582 -3.237 -0.273
H -2.369 -0.128 5.907
H -4.717 -0.083 6.676
H -6.560 -0.228 5.035
H -6.060 -0.419 2.624
H -3.683 -0.489 1.853
N 1.679 -1.012 1.467
C 2.501 -1.642 1.985
C 3.401 -2.444 2.699
C 2.946 -2.955 3.933
N 2.526 -3.403 4.914
C 4.697 -2.704 2.208
N 5.755 -2.928 1.800
O 0.205 1.989 -4.106
S 0.392 0.580 -3.912
O 1.727 0.063 -4.079
N -0.255 0.111 -2.485
C -1.152 -0.893 -2.664
O -1.716 -1.486 -1.734
C -1.422 -1.200 -4.102
C -2.315 -2.118 -4.620
C -2.444 -2.186 -6.002
C -1.699 -1.350 -6.830
C -0.794 -0.435 -6.302
C -0.679 -0.391 -4.928
H -2.896 -2.746 -3.957
H -3.136 -2.892 -6.444
H -1.827 -1.413 -7.903
H -0.213 0.215 -6.942
N 1.923 -1.748 -1.339
C 2.977 -1.856 -1.808
N 4.183 -1.999 -2.293
C 5.272 -2.487 -1.425
C 6.221 -3.347 -2.255
C 5.427 -4.205 -3.235
C 4.713 -3.330 -4.283
C 4.437 -1.928 -3.735
H 4.829 -3.077 -0.624
H 5.787 -1.645 -0.959
H 6.808 -3.958 -1.570
H 6.929 -2.718 -2.802
H 4.687 -4.780 -2.671
H 6.076 -4.929 -3.727
H 3.774 -3.799 -4.582
H 5.324 -3.237 -5.184
H 3.585 -1.450 -4.210
H 5.301 -1.275 -3.876
*
```

* energy relative to the best compared isomer or geometry (same formula, charge and spin): 0.0 kJ/mol
* HOMO level: -7.4 eV
* frontier orbital gap: 0.2853 hartree
* E: -5353.43180 a.u.

=====

No. 5
C19H18BrIN7O4Zn | ωB97M-V with the def2-TZVPD basis set

```
! RIJCOSX wB97M-V def2-TZVPD def2/J DEFGRID3
* xyz 1 1
Zn 0.223 -0.849 -0.393
C -3.124 3.679 0.439
C -3.479 2.243 0.275
N -2.622 1.248 0.195
C -3.371 0.108 0.072
C -4.709 0.429 0.080
N -4.750 1.783 0.207
C -5.987 -0.324 -0.016
O -5.896 -1.633 -0.100
O -7.030 0.280 -0.016
C -2.772 -1.242 0.060
O -3.504 -2.227 0.017
O -1.481 -1.412 0.148
H -2.210 3.756 1.024
H -3.918 4.223 0.948
H -2.948 4.149 -0.530
H -5.619 2.296 0.237
H -4.957 -1.951 -0.086
N 2.403 4.927 -0.074
C 1.848 3.703 -0.136
C 1.832 2.838 0.975
C 1.284 1.587 0.850
N 0.751 1.115 -0.286
C 0.711 1.956 -1.330
C 1.237 3.221 -1.306
H 2.837 5.251 0.771
H 2.418 5.529 -0.877
H 2.236 3.156 1.927
H 1.256 0.928 1.707
H 0.233 1.586 -2.228
H 1.178 3.849 -2.186
Br 2.440 -0.711 -2.413
C 3.196 -1.013 -0.694
C 4.569 -1.096 -0.564
C 5.075 -1.374 0.696
C 4.197 -1.562 1.753
C 2.840 -1.451 1.514
N 2.342 -1.170 0.307
H 5.207 -0.963 -1.426
H 6.145 -1.450 0.838
H 4.555 -1.798 2.745
H 2.115 -1.597 2.306
I 2.450 -6.732 -0.839
C 1.184 -5.095 -0.718
C -0.092 -5.042 -0.192
N -0.493 -3.773 -0.299
N 0.436 -2.987 -0.863
C 1.468 -3.791 -1.122
H -0.703 -5.817 0.237
H -1.364 -3.331 -0.016
H 2.360 -3.449 -1.618
*
```

* energy relative to the best compared isomer or geometry (same formula, charge and spin): 120.5 kJ/mol
* HOMO level: -11.3 eV
* frontier orbital gap: 0.3051 hartree
* E: -6070.05854 a.u.

=====

No. 6
C6H16 | ωB97M-V with the def2-TZVPD basis set

```
! RIJCOSX wB97M-V def2-TZVPD def2/J DEFGRID3
* xyz 1 2
C -0.436 -0.669 -0.845
C -1.127 -0.404 -2.206
C -1.458 -0.454 0.266
C 0.093 -2.072 -0.913
H 0.588 -0.080 -0.833
H -2.179 -0.060 -2.138
H -1.204 -1.355 -2.800
H -1.473 0.574 0.606
H -2.415 -0.824 -0.014
H -1.159 -1.027 1.077
H 0.840 -2.257 -1.641
H 0.485 -2.283 0.211
H -0.698 -2.719 -1.103
H -0.718 0.352 -2.775
C 1.338 1.436 1.035
C 1.474 2.033 2.447
H 1.421 2.242 0.280
H 2.126 0.611 0.993
H 0.361 0.907 0.936
H 2.323 2.813 2.351
H 0.506 2.441 2.852
H 1.890 1.447 3.301
*
```

* energy relative to the best compared isomer or geometry (same formula, charge and spin): 163.0 kJ/mol
* HOMO level (alpha / beta): -15.4 / -14.9 eV
* frontier orbital gap (alpha / beta): 0.4668 / 0.1529 hartree
* E: -237.73789 a.u.

=====

No. 7
C2H5NO3S | ωB97M-V with the def2-TZVPD basis set

```
! RIJCOSX wB97M-V def2-TZVPD def2/J DEFGRID3
* xyz 0 1
H 2.426 -1.496 1.722
N 1.658 -1.071 1.378
C 1.395 0.135 1.635
O 0.164 0.627 1.318
S -0.946 0.005 0.290
C -0.031 0.241 -1.323
O -2.028 0.922 0.253
O -1.274 -1.393 0.518
H 2.077 0.778 2.203
H 0.947 -0.065 -1.156
H -0.374 -0.275 -2.186
H -0.017 1.281 -1.404
*
```

* energy relative to the best compared isomer or geometry (same formula, charge and spin): 241.0 kJ/mol
* HOMO level: -10.8 eV
* SMILES: [H]/N=C/OS(C)(=O)=O
* frontier orbital gap: 0.4225 hartree
* E: -757.80914 a.u.

=====

No. 8
C2H7N3O3 | ωB97M-V with the def2-TZVPD basis set

```
! RIJCOSX wB97M-V def2-TZVPD def2/J DEFGRID3
* xyz 0 1
N 0.153 -0.592 -1.301
C 0.107 -0.374 0.113
N 0.264 -1.575 0.850
C 1.016 0.819 0.517
O 1.849 1.292 -0.444
O -0.159 1.610 0.759
N -1.051 0.491 0.579
O -1.962 0.752 -0.459
H 0.269 -1.575 -1.505
H -0.692 -0.246 -1.745
H -0.519 -2.203 0.701
H 0.356 -1.396 1.842
H 1.582 0.694 1.444
H 1.470 1.056 -1.310
H -2.681 1.246 -0.043
*
```

* energy relative to the best compared isomer or geometry (same formula, charge and spin): 395.2 kJ/mol
* HOMO level: -9.3 eV
* SMILES: NC1(N)[C@@H](O)ON1O
* frontier orbital gap: 0.3702 hartree
* E: -470.28872 a.u.